No. 1
C4H16FN8NiO4 | the ωB97M-V functional and the def2-TZVPD basis

Element x y z (Å)
Ni -0.29 -0.99 -3.10
F -0.26 -0.14 -1.25
O -0.16 -3.85 0.71
O 1.00 0.63 -3.78
O -0.39 -0.29 2.77
O 4.25 0.12 0.62
N -1.47 1.08 1.45
N 2.39 -0.04 -0.64
N 2.21 -0.34 1.45
N 1.25 2.81 -4.45
N -2.17 -3.76 1.72
N -1.79 1.24 3.62
N -1.68 -2.17 0.36
N 0.23 2.30 -2.57
C 3.03 -0.09 0.47
C -1.25 -3.32 0.89
C 0.87 1.88 -3.60
C -1.10 0.64 2.59
H 1.40 0.09 -0.56
H 2.97 0.09 -1.46
H -2.33 1.58 1.61
H 0.27 3.30 -2.40
H -1.81 -4.59 2.16
H -2.85 -3.12 2.10
H 0.25 1.62 -1.83
H -1.02 -1.54 -0.09
H 0.95 3.76 -4.28
H 1.25 -0.66 1.39
H -2.45 1.93 3.32
H -2.56 -1.75 0.61
H -1.98 0.77 4.49
H 2.58 -0.49 2.38
H -1.08 0.76 0.58
H 1.72 2.54 -5.30

Summary:
Spin multiplicity   4
Total energy   -68261.213 eV
Energy relative to the best compared isomer or geometry (same formula, charge and spin)   0.0 kJ/mol
Charge   +2
E_LUMO (spin up / spin down)   -9.849 / -11.254 eV

Population analysis type Mulliken, resulting atomic charges in e:
1 Ni 1.1324
2 F -0.5506
3 O -0.6518
4 O -0.6408
5 O -0.5881
6 O -0.1902
7 N -0.2400
8 N -0.1913
9 N -0.1630
10 N -0.3580
11 N -0.4574
12 N -0.4691
13 N -0.2114
14 N -0.3030
15 C 0.7290
16 C 0.7542
17 C 0.8744
18 C 0.6759
19 H 0.2536
20 H 0.2096
21 H 0.1745
22 H 0.2376
23 H 0.2603
24 H 0.2001
25 H 0.0316
26 H -0.0100
27 H 0.2050
28 H 0.1136
29 H 0.1512
30 H 0.1909
31 H 0.2494
32 H 0.2358
33 H 0.0734
34 H 0.2722



No. 2
C3H2O2 | the ωB97M-V functional and the def2-TZVPD basis

Element x y z (Å)
O -0.42 -1.29 -0.49
O -3.08 0.73 0.22
C 0.47 -0.62 -0.16
C -2.54 0.58 -0.72
C 1.46 0.10 0.26
H 1.63 0.66 1.24
H 2.48 -0.16 -0.34

Summary:
Spin multiplicity   1
Total energy   -7236.415 eV
Energy relative to the best compared isomer or geometry (same formula, charge and spin)   47.0 kJ/mol
Charge   0
E_LUMO   0.834 eV

Population analysis type Mulliken, resulting atomic charges in e:
1 O -0.3403
2 O -0.1157
3 C 0.7706
4 C 0.1032
5 C -0.8584
6 H 0.2697
7 H 0.1709



No. 3
C2NO4 | the ωB97M-V functional and the def2-TZVPD basis

Element x y z (Å)
O -0.49 -1.28 1.88
O -1.05 -0.85 -0.38
O -0.51 0.06 -1.27
O 1.09 1.63 -1.19
N 0.66 0.30 0.64
C 0.51 0.75 -0.60
C -0.21 -0.62 0.92

Summary:
Spin multiplicity   1
Total energy   -11754.466 eV
SMILES   O=c1nc([O-])oo1
Energy relative to the best compared isomer or geometry (same formula, charge and spin)   0.0 kJ/mol
Charge   -1
E_LUMO   4.275 eV

Population analysis type Mulliken, resulting atomic charges in e:
1 O -0.5963
2 O -0.2402
3 O -0.1817
4 O -0.6302
5 N -0.5925
6 C 0.6026
7 C 0.6383



No. 4
C4H7NO | the ωB97M-V functional and the def2-TZVPD basis

Element x y z (Å)
O -0.30 2.13 -1.05
N -0.90 0.21 0.45
C -0.74 -1.03 -0.35
C 1.11 0.34 1.09
C 0.25 -0.31 -1.20
C -0.25 0.95 -0.79
H 0.88 -0.61 -2.03
H -1.70 -1.24 -0.85
H 1.89 0.83 0.52
H -0.43 -1.93 0.21
H 0.76 0.91 1.94
H -1.85 0.45 0.76
H 1.28 -0.72 1.28

Summary:
Spin multiplicity   1
Total energy   -7793.968 eV
Energy relative to the best compared isomer or geometry (same formula, charge and spin)   547.7 kJ/mol
Charge   0
E_LUMO (spin up / spin down)   -0.457 / -0.453 eV

Population analysis type Mulliken, resulting atomic charges in e:
1 O -0.6327
2 N -0.3877
3 C -0.3802
4 C -0.4329
5 C -0.5201
6 C 0.4135
7 H 0.3497
8 H 0.2874
9 H 0.2758
10 H 0.2276
11 H 0.2771
12 H 0.2721
13 H 0.2503



No. 5
C13H17IMnN2 | the ωB97M-V functional and the def2-TZVPD basis

Element x y z (Å)
I -2.65 -1.48 0.37
Mn -0.62 0.11 0.27
N 1.08 1.29 0.23
N 0.86 -1.24 1.03
C 3.19 -1.46 1.59
C 1.69 -3.31 1.89
C 2.11 -0.71 1.11
C -4.54 0.43 -3.98
C 2.23 0.69 0.67
C 1.14 2.57 -0.19
C -4.82 -0.88 -3.24
C 0.67 -2.51 1.41
C 3.44 1.40 0.69
C 3.48 2.72 0.25
C 2.31 3.31 -0.19
C -1.01 0.79 2.23
C 2.98 -2.78 1.98
H 1.49 -4.33 2.19
H 4.18 -1.03 1.65
H 4.42 3.27 0.27
H -0.27 1.43 2.77
H 2.28 4.34 -0.54
H 3.81 -3.37 2.35
H -5.16 1.25 -3.58
H -3.49 0.72 -3.88
H 0.19 2.98 -0.53
H -5.90 -1.09 -3.19
H -4.45 -0.85 -2.21
H 4.34 0.91 1.04
H -4.34 -1.73 -3.74
H -2.06 1.14 2.23
H -0.36 -2.86 1.31
H -4.76 0.34 -5.05
H -1.46 -0.04 2.81

Summary:
Spin multiplicity   6
Total energy   -56157.775 eV
Energy relative to the best compared isomer or geometry (same formula, charge and spin)   0.0 kJ/mol
Charge   0
E_LUMO (spin up / spin down)   -0.876 / -1.014 eV

Population analysis type Mulliken, resulting atomic charges in e:
1 I -0.3536
2 Mn 0.1124
3 N 0.0304
4 N 0.1236
5 C -0.5334
6 C -0.6929
7 C 0.5649
8 C -0.8069
9 C 0.5446
10 C -0.0994
11 C -0.5724
12 C 0.0898
13 C -0.5859
14 C -0.4726
15 C -0.6492
16 C -1.2189
17 C -0.5172
18 H 0.3880
19 H 0.2891
20 H 0.4317
21 H 0.2046
22 H 0.3823
23 H 0.4234
24 H 0.2628
25 H 0.2347
26 H 0.4238
27 H 0.2698
28 H 0.0485
29 H 0.2970
30 H 0.2611
31 H 0.3559
32 H 0.1460
33 H 0.2769
34 H 0.3408



No. 6
C26H23IrN14 | the ωB97M-V functional and the def2-TZVPD basis

Element x y z (Å)
Ir -0.72 1.23 0.21
N -4.85 1.96 0.18
N -0.65 -0.81 0.17
N -0.54 -3.25 -0.05
N -2.77 1.28 0.19
N 1.28 1.22 0.21
N -4.80 0.61 0.15
N 0.30 4.02 0.25
N -0.11 5.24 0.26
N -3.58 0.19 0.15
N -0.80 3.22 0.23
N -3.16 3.64 0.24
N -0.45 1.17 -1.81
N -1.46 5.30 0.26
N -0.47 1.11 2.22
C 0.99 -4.90 -1.02
C -1.39 1.10 3.15
C 3.54 1.31 3.20
C 3.18 1.34 -1.40
C -0.27 -5.70 -1.47
C 0.69 -4.01 0.18
C 0.29 1.33 -4.46
C -1.02 1.28 -4.11
C -1.46 -5.46 -0.55
C 0.25 1.20 4.88
C -3.59 2.33 0.20
C 3.57 1.40 -2.74
C 1.84 1.27 -1.03
C 1.83 1.24 1.47
C -1.36 1.19 -2.75
C 3.16 1.30 1.85
C -1.07 1.15 4.51
C 0.86 1.19 2.55
C -1.78 -3.97 -0.44
C 2.67 1.39 -3.77
C 1.26 1.21 3.90
C 0.89 1.26 -2.12
C 1.30 1.32 -3.47
C -0.57 -1.95 0.06
C 2.63 1.27 4.22
C -1.85 4.04 0.24
H -2.35 -5.96 -0.93
H 3.94 1.35 1.11
H -2.39 1.12 -2.42
H 3.00 1.44 -4.80
H 0.53 1.22 5.93
H 1.34 -4.27 -1.84
H 3.94 1.37 -0.65
H 2.95 1.30 5.25
H 4.60 1.36 3.43
H -2.41 1.04 2.80
H -2.56 -3.77 0.28
H -3.87 4.36 0.24
H -1.81 1.31 -4.85
H -1.27 -5.87 0.45
H -1.86 1.15 5.25
H 0.58 1.39 -5.50
H 4.63 1.45 -2.97
H 1.50 -3.30 0.35
H -2.11 -3.59 -1.41
H -0.05 -6.76 -1.51
H 0.58 -4.61 1.09
H 1.80 -5.58 -0.76
H -0.55 -5.39 -2.48

Summary:
Spin multiplicity   1
Total energy   -51036.971 eV
Energy relative to the best compared isomer or geometry (same formula, charge and spin)   29.0 kJ/mol
Charge   0
E_LUMO   -0.356 eV

Population analysis type Mulliken, resulting atomic charges in e:
1 Ir 1.1989
2 N -0.5683
3 N -0.4325
4 N 0.0858
5 N 0.7148
6 N 0.3957
7 N -0.7061
8 N -0.4703
9 N -0.7171
10 N -0.7056
11 N 0.7654
12 N 0.0504
13 N 0.1391
14 N -0.5723
15 N 0.0388
16 C -0.5408
17 C 0.1325
18 C -1.2307
19 C -0.5411
20 C -0.5553
21 C -0.7740
22 C -0.5633
23 C -0.9841
24 C -0.8458
25 C -0.5821
26 C 0.2914
27 C -1.1609
28 C 0.8354
29 C 0.8425
30 C 0.1530
31 C -0.7700
32 C -0.9465
33 C 0.0320
34 C -0.5707
35 C -0.9211
36 C 0.6887
37 C -0.2825
38 C 0.6035
39 C 0.3745
40 C -0.9629
41 C 0.3454
42 H 0.3846
43 H 0.4252
44 H 0.4191
45 H 0.4051
46 H 0.4335
47 H 0.2633
48 H 0.4573
49 H 0.4050
50 H 0.3876
51 H 0.4025
52 H 0.3955
53 H 0.2391
54 H 0.4267
55 H 0.3325
56 H 0.4297
57 H 0.4388
58 H 0.3874
59 H 0.4260
60 H 0.3835
61 H 0.3123
62 H 0.3181
63 H 0.3427
64 H 0.3010